Below is a molecular structure, C26H50NOP3Tm at a distorted geometry, with properties calculated with ωB97M-V with the def2-TZVPD basis set.

Results
calculated total energy	-3258.98182	Ha
net charge	+3
HOMO (spin up / spin down)	-16.2 / -16.2	eV
2S+1	3
<S²>	2.00

Element x y z (Å)
Tm  -0.108  0.310  -0.395
P  -2.221  1.978  0.020
P  -2.106  -1.081  -1.868
P  1.788  1.069  1.471
H  0.543  -0.726  -3.534
C  1.444  -0.681  -2.906
C  1.766  -1.634  -1.997
H  1.136  -2.511  -1.823
C  -2.747  3.305  -1.128
C  -3.869  1.296  0.430
C  -1.817  2.920  1.535
C  -1.528  -2.613  -2.663
C  -3.680  -1.767  -1.248
C  -2.762  -0.152  -3.308
C  3.419  0.369  1.032
C  1.604  0.598  3.224
C  2.216  2.856  1.623
H  2.126  0.159  -3.091
H  2.699  -1.609  -1.416
H  -2.897  4.227  -0.546
H  -3.705  2.948  -1.555
H  -2.054  3.537  -1.955
H  -4.375  2.061  1.032
H  -3.824  0.362  1.005
H  -4.424  1.146  -0.503
H  -2.607  3.667  1.670
H  -0.845  3.429  1.452
H  -1.797  2.253  2.410
H  -2.299  -2.946  -3.368
H  -1.382  -3.384  -1.900
H  -0.585  -2.465  -3.190
H  -4.261  -2.113  -2.114
H  -4.264  -1.031  -0.693
H  -3.471  -2.614  -0.589
H  -3.304  -0.858  -3.957
H  -1.936  0.307  -3.869
H  -3.443  0.640  -2.962
H  4.198  1.061  1.378
H  3.497  0.260  -0.060
H  3.567  -0.620  1.491
H  2.422  1.039  3.806
H  1.620  -0.497  3.350
H  0.640  0.970  3.599
H  3.100  2.976  2.273
H  1.329  3.362  2.041
H  2.454  3.289  0.644
C  1.077  3.095  -2.101
C  0.348  4.119  -2.709
C  1.037  5.301  -3.007
C  2.432  5.347  -2.885
C  3.153  4.258  -2.389
C  2.458  3.104  -1.991
O  0.423  1.960  -1.536
H  -0.598  2.150  -1.338
H  -0.702  3.994  -2.998
H  0.488  6.197  -3.350
H  2.964  6.251  -3.207
H  4.247  4.299  -2.315
H  2.972  2.226  -1.586
C  1.004  -3.982  3.492
N  1.875  -3.151  2.616
C  3.295  -3.461  2.915
C  1.540  -3.287  1.110
C  0.091  -3.001  0.972
C  -0.824  -4.071  0.971
C  -2.129  -3.850  1.393
C  -2.530  -2.562  1.765
C  -1.647  -1.476  1.588
C  -0.408  -1.702  1.000
H  0.993  -5.010  3.108
H  -0.010  -3.571  3.539
H  1.433  -3.965  4.499
H  1.675  -2.153  2.837
H  3.476  -4.490  2.583
H  3.944  -2.768  2.367
H  3.448  -3.366  3.997
H  2.200  -2.580  0.605
H  1.833  -4.308  0.855
H  -0.486  -5.083  0.735
H  -2.835  -4.686  1.494
H  -3.523  -2.394  2.196
H  -1.975  -0.481  1.925

Below is a molecular structure, C26H50NP3SV at a distorted geometry, with properties calculated with ωB97M-V with the def2-TZVPD basis set.

Results
calculated total energy	-3440.64210	Ha
net charge	+3
HOMO (spin up / spin down)	-14.9 / -14.9	eV
2S+1	3
<S²>	2.11
relative energy (zero: lowest compared OMol25 entry of this formula, charge and spin)	0.00	kcal/mol

Element x y z (Å)
V  0.606  0.173  0.142
P  -0.940  -1.613  0.597
P  2.218  -0.759  1.355
P  -2.170  0.793  -3.242
H  2.431  0.055  -4.263
C  1.810  0.957  -4.332
C  2.009  2.014  -3.494
H  2.823  2.042  -2.761
C  -1.100  -2.941  -0.666
C  -0.814  -2.645  2.126
C  -2.698  -1.084  0.738
C  3.848  -0.013  1.120
C  2.091  -0.793  3.184
C  2.527  -2.515  0.952
C  -2.450  1.652  -4.767
C  -2.670  1.809  -1.850
C  -3.011  -0.773  -3.187
H  1.241  1.055  -5.274
H  1.506  2.963  -3.759
H  -1.714  -3.768  -0.275
H  -0.109  -3.336  -0.929
H  -1.573  -2.550  -1.579
H  -1.759  -3.188  2.270
H  -0.642  -2.028  3.018
H  -0.007  -3.384  2.046
H  -3.258  -1.820  1.331
H  -3.155  -1.012  -0.253
H  -2.760  -0.115  1.243
H  4.499  -0.314  1.951
H  3.747  1.074  1.145
H  4.291  -0.292  0.162
H  1.852  -1.803  3.540
H  1.308  -0.093  3.523
H  3.046  -0.484  3.628
H  3.571  -2.754  1.161
H  2.338  -2.686  -0.110
H  1.896  -3.177  1.545
H  -3.443  1.397  -5.150
H  -1.665  1.319  -5.457
H  -2.375  2.740  -4.644
H  -3.442  2.530  -2.167
H  -1.801  2.344  -1.429
H  -3.087  1.235  -1.009
H  -3.776  -0.779  -3.972
H  -3.465  -0.981  -2.211
H  -2.239  -1.526  -3.401
C  2.056  -1.317  -2.431
C  1.448  -2.382  -3.103
C  2.060  -3.638  -3.119
C  3.360  -3.753  -2.604
C  4.066  -2.613  -2.174
C  3.437  -1.365  -2.105
S  1.009  0.071  -2.133
H  -0.826  0.326  -3.348
H  0.456  -2.233  -3.530
H  1.526  -4.495  -3.503
H  3.838  -4.736  -2.558
H  5.126  -2.708  -1.890
H  3.969  -0.458  -1.847
C  -0.973  2.937  4.528
N  -0.711  1.494  4.235
C  -0.828  0.666  5.470
C  -1.572  0.948  3.101
C  -1.385  1.851  1.914
C  -2.349  2.816  1.633
C  -1.997  3.930  0.865
C  -0.711  4.040  0.334
C  0.192  2.967  0.425
C  -0.193  1.819  1.157
H  -2.038  3.069  4.701
H  -0.637  3.566  3.701
H  -0.411  3.181  5.449
H  0.263  1.424  3.885
H  -1.870  0.717  5.803
H  -0.539  -0.363  5.252
H  -0.156  1.109  6.225
H  -1.272  -0.100  2.960
H  -2.604  0.929  3.465
H  -3.347  2.676  2.070
H  -2.744  4.703  0.715
H  -0.393  4.962  -0.151
H  1.215  3.033  0.013

Below is a molecular structure, C26H50OP2PtSi at a distorted geometry, with properties calculated with ωB97M-V with the def2-TZVPD basis set.

Results
calculated total energy	-2186.68645	Ha
net charge	+2
HOMO (spin up / spin down)	-12.2 / -12.2	eV
2S+1	5
<S²>	6.02
relative energy (zero: lowest compared OMol25 entry of this formula, charge and spin)	21.84	kcal/mol

Element x y z (Å)
Pt  0.000  0.000  0.000
C  0.784  2.126  0.351
C  1.260  1.583  -0.899
C  -1.049  1.707  -1.013
C  -0.632  2.155  0.314
C  0.109  1.369  -1.758
C  1.648  2.654  1.452
H  2.612  2.140  1.495
H  1.162  2.559  2.427
H  1.849  3.720  1.284
C  -1.560  2.661  1.373
H  -1.054  2.740  2.339
H  -2.409  1.979  1.485
H  -1.944  3.655  1.108
C  -2.450  1.748  -1.530
H  -2.692  2.774  -1.839
H  -3.159  1.433  -0.761
H  -2.576  1.093  -2.394
C  0.150  1.007  -3.211
H  0.221  1.913  -3.827
H  -0.751  0.467  -3.512
H  1.017  0.384  -3.451
C  2.687  1.559  -1.354
H  2.923  2.480  -1.904
H  2.885  0.717  -2.023
H  3.378  1.491  -0.511
C  0.282  -1.320  1.766
C  1.453  -0.577  1.558
C  2.728  -1.146  0.969
C  2.449  -1.967  -0.300
C  1.247  -1.423  -1.068
C  -0.060  -1.955  -0.954
C  -0.412  -3.062  0.014
C  0.122  -2.797  1.445
H  3.254  -1.751  1.724
H  2.274  -3.018  -0.047
H  3.398  -0.315  0.723
H  1.081  -3.306  1.596
H  -0.420  -0.927  2.494
H  1.598  0.284  2.206
H  -0.577  -3.230  2.166
H  -1.500  -3.136  0.053
H  -0.717  -1.875  -1.818
H  -0.030  -4.026  -0.357
H  3.329  -1.952  -0.952
H  1.497  -0.966  -2.021
P  2.964  -5.998  0.305
C  2.375  -6.620  1.952
C  4.770  -6.380  0.469
P  2.086  -6.927  -2.501
C  2.455  -7.447  -0.750
C  3.584  -7.641  -3.335
C  0.848  -8.235  -2.936
H  1.280  -6.612  1.976
H  2.734  -5.951  2.741
H  2.730  -7.637  2.159
H  4.942  -7.403  0.826
H  5.230  -5.676  1.169
H  5.251  -6.260  -0.507
H  1.229  -9.244  -2.735
H  0.591  -8.156  -3.998
H  -0.062  -8.076  -2.349
H  1.566  -7.909  -0.299
H  3.257  -8.197  -0.773
H  3.464  -7.565  -4.421
H  3.742  -8.692  -3.066
H  4.470  -7.063  -3.053
C  -2.938  -0.607  3.141
Si  -3.183  -0.782  1.292
C  -3.846  -2.507  0.998
C  -4.670  0.300  0.887
O  -1.848  -0.437  0.400
H  -3.916  -0.762  3.643
H  -2.562  0.409  3.387
H  -2.248  -1.381  3.527
H  -4.809  -2.614  1.538
H  -4.024  -2.659  -0.087
H  -3.158  -3.275  1.399
H  -4.487  1.370  1.105
H  -4.955  0.171  -0.177
H  -5.523  -0.025  1.515